(1)
80
Properties=species:S:1:pos:R:3:forces:R:3:lowdin_charge:R:1 method="wB97M-V/def2-TZVPD" lumo_ev=-2.622 spin_multiplicity=1 gap_ev=5.213
C -0.221753 3.146900 5.844702 -0.09 -0.33 -0.34 -0.055
C -1.134988 3.201679 4.612165 0.08 0.40 0.01 -0.409
C -2.600325 3.046308 4.974952 0.08 0.21 0.16 -0.062
C -0.715367 2.219432 3.507703 0.09 -0.19 -0.15 -0.305
C -0.389224 0.816849 4.028518 -0.50 -0.06 -0.21 -0.026
C 0.423051 2.904582 2.762942 -0.50 0.28 0.51 -0.071
O 1.295423 2.005358 1.981998 -0.24 -0.14 0.01 0.057
C 1.259916 2.126206 0.692575 0.32 0.51 -0.72 -0.264
N 1.473012 3.267478 -0.013428 -0.23 -0.62 0.44 0.117
C 1.816786 4.608779 0.382753 0.71 -1.14 1.00 -0.247
O 1.197165 5.493368 -0.046932 -1.06 1.61 -0.91 0.268
C 3.060611 4.903298 1.282449 0.33 0.23 -0.27 -0.326
F 3.290820 6.211029 1.127242 -0.01 -0.27 0.14 0.176
F 2.769837 4.680071 2.577682 -0.13 -0.16 -0.02 0.158
C 4.355550 4.110643 0.879344 0.38 0.32 0.32 -0.329
F 4.089329 3.346690 -0.203761 0.02 -0.07 -0.03 0.156
F 5.303769 4.991926 0.539839 -0.12 -0.04 -0.09 0.180
C 4.982549 3.214885 1.987489 0.23 -0.50 -0.55 -0.368
F 6.061438 2.642956 1.400153 -0.02 0.07 0.06 0.159
F 5.399456 3.977557 2.994681 -0.10 0.23 -0.01 0.186
C 4.108700 2.081475 2.559635 0.20 0.36 -0.18 -0.453
O 3.659136 2.151311 3.648813 -0.38 0.00 1.16 0.192
O 3.957640 1.053281 1.737874 0.27 -0.35 -0.42 0.159
C 1.332350 2.986725 -1.361672 -0.30 -1.05 -0.56 0.058
C 1.072267 1.659208 -1.504289 0.29 0.99 0.45 -0.122
C 0.906560 0.909781 -2.784143 0.08 0.12 -0.01 -0.106
C -0.465100 1.065032 -3.440311 -0.21 -0.36 -0.02 -0.170
C -1.644421 0.422989 -2.699627 -0.08 0.15 -0.23 -0.147
C -1.974680 -0.986713 -3.235935 -0.13 0.52 0.03 -0.065
C -2.191239 -1.998701 -2.145416 0.42 0.08 -0.21 -0.450
F -3.256317 -1.697648 -1.378124 0.05 0.02 0.12 0.129
F -1.090878 -1.942196 -1.312440 0.10 0.09 0.15 0.075
C -2.207520 -3.480882 -2.602980 -0.06 -0.46 0.30 -0.428
F -1.859709 -4.233448 -1.544627 -0.20 0.19 -0.22 0.130
F -1.271878 -3.638767 -3.549355 -0.08 0.06 0.19 0.137
S -3.865777 -4.159455 -3.237413 0.74 -0.35 -0.30 0.751
F -4.356476 -2.678796 -3.572528 -0.25 0.37 -0.10 -0.147
F -4.464749 -4.018078 -1.786175 -0.11 0.07 0.33 -0.115
F -3.352871 -5.591640 -2.918134 -0.31 -0.27 -0.13 -0.097
F -3.303517 -4.268887 -4.709784 -0.10 0.05 -0.05 -0.114
F -5.245801 -4.703245 -3.734785 0.00 -0.10 0.03 -0.089
N 1.042735 1.145397 -0.194754 -0.31 -0.04 0.16 0.139
C 0.839332 -0.250947 0.175306 0.63 -0.10 0.01 -0.116
O -0.336068 -0.368852 0.916244 -0.32 0.25 0.06 -0.099
O -0.092688 -1.425053 1.839333 0.00 -0.12 0.10 0.014
H 0.730531 2.687206 5.591503 0.26 0.08 0.09 0.077
H -0.039210 4.135099 6.245773 0.01 0.17 0.15 0.082
H -0.666262 2.532628 6.621155 -0.04 -0.07 0.18 0.082
H -1.036771 4.211074 4.200077 -0.01 0.10 -0.16 0.132
H -2.819903 2.056559 5.366914 -0.04 -0.17 0.00 0.086
H -3.240939 3.254802 4.123000 -0.12 -0.11 -0.14 0.081
H -2.846504 3.772836 5.745025 -0.12 0.02 0.16 0.085
H -1.561174 2.148270 2.826055 -0.05 -0.09 -0.17 0.138
H -1.027228 0.099110 3.529242 0.01 -0.18 -0.10 0.070
H -0.616631 0.728162 5.083339 0.19 0.02 0.25 0.082
H 0.628812 0.503463 3.834777 0.24 0.03 0.15 0.079
H -0.005473 3.641577 2.089213 0.04 0.10 -0.24 0.138
H 1.039993 3.435909 3.473464 0.52 -0.22 0.01 0.116
H 3.593040 0.335317 2.281496 -0.14 -0.04 -0.10 0.152
H 1.457951 3.733664 -2.119658 0.02 0.19 0.00 0.157
H 1.187552 -0.132864 -2.669504 -0.08 -0.19 0.06 0.125
H 1.642417 1.337324 -3.459818 0.17 -0.03 -0.13 0.129
H -0.660034 2.113121 -3.644800 0.04 0.25 0.17 0.115
H -0.402811 0.591849 -4.416952 0.10 0.04 -0.22 0.117
H -1.488102 0.432328 -1.623705 0.09 -0.13 0.19 0.103
H -2.513232 1.051785 -2.862154 -0.17 0.08 0.05 0.117
H -2.865924 -0.911720 -3.847797 -0.14 -0.22 -0.05 0.130
H -1.186702 -1.336873 -3.892075 0.21 -0.20 0.04 0.128
H 1.675028 -0.586710 0.780861 0.12 0.05 0.15 0.144
H 0.838467 -0.831598 -0.738365 -0.21 -0.10 -0.19 0.126
H -0.725927 -2.104742 1.559468 -0.03 0.01 -0.20 0.128
N -1.271095 -7.902167 -4.767907 0.11 -0.34 0.24 -0.314
S 0.255728 -8.228343 -5.061168 0.56 0.38 -0.56 0.477
O 0.534260 -9.592444 -5.365349 -0.10 -0.10 0.04 -0.289
O 1.196949 -7.512670 -4.259101 -0.09 0.09 0.10 -0.301
F 0.340275 -7.498429 -6.474941 -0.23 0.02 0.15 -0.203
S -1.839824 -8.496313 -3.427571 -0.40 -0.45 0.45 0.449
O -3.263778 -8.410532 -3.384194 -0.04 0.32 -0.34 -0.305
O -1.123875 -8.144228 -2.240551 0.17 0.11 -0.07 -0.301
F -1.575689 -10.060333 -3.573533 0.02 0.08 0.01 -0.194



(2)
52
Properties=species:S:1:pos:R:3:forces:R:3:nbo_charge:R:1 method="wB97M-V/def2-TZVPD" e_above_lowest_kj_mol=0.0 lumo_ev=-0.838 spin_multiplicity=1 gap_ev=5.909
C 1.643839 -0.095868 1.221872 -0.79 1.19 -2.04 -1.316
C 3.516812 -1.774057 2.647004 0.56 -0.28 0.97 -0.723
H 2.517331 -0.354544 0.610273 0.03 -0.10 0.59 0.187
H 1.148462 -0.975251 1.642947 0.13 0.20 -0.04 0.190
H 1.851149 0.682208 1.962903 0.14 -0.35 -0.03 0.195
H 4.238298 -2.101163 3.401822 -0.18 0.05 -0.09 0.211
H 3.772260 -0.773514 2.301955 -0.20 -0.40 -0.07 0.240
H 2.500866 -1.825499 3.050389 0.43 0.06 -0.30 0.231
C 1.053554 3.050308 -1.999820 0.21 -0.52 -0.68 0.074
C 1.415466 3.752295 -3.151499 -0.06 -0.32 0.14 -0.242
C 1.718091 3.034176 -4.312452 -0.08 -0.26 0.26 -0.151
C 1.653187 1.640362 -4.292034 -0.14 -0.18 0.49 -0.215
H 0.804404 3.556543 -1.065473 0.06 -0.17 -0.29 0.221
H 1.449259 4.836382 -3.119266 0.02 -0.16 -0.10 0.233
H 1.997833 3.545822 -5.231216 -0.06 -0.06 0.23 0.229
H 1.874549 1.027576 -5.163384 0.00 0.43 0.09 0.222
N 0.993474 1.707368 -1.986676 0.28 0.11 -0.83 -0.551
C 1.282312 0.985978 -3.107198 -0.10 1.35 0.29 0.183
C 1.155460 -0.484402 -2.991704 -0.38 -1.48 0.48 0.151
N 0.769593 -0.951814 -1.775475 0.40 -0.20 -0.91 -0.527
C 0.653494 -2.270267 -1.554117 0.18 0.40 -0.54 0.089
C 1.219334 -2.748999 -3.841824 -0.06 0.24 0.26 -0.158
C 0.862909 -3.208590 -2.570204 0.05 0.43 0.05 -0.236
H 0.400694 -2.571692 -0.534774 -0.01 0.17 -0.34 0.231
H 0.745164 -4.265215 -2.342547 0.05 0.21 -0.16 0.234
C 1.378337 -1.377419 -4.053424 -0.05 0.41 0.44 -0.215
H 1.666957 -0.962548 -5.015599 -0.05 -0.40 0.09 0.216
H 1.375712 -3.445888 -4.664613 -0.03 0.16 0.23 0.228
Zn 0.330937 0.599557 -0.390780 0.54 -0.90 1.98 1.511
I 3.720557 -3.193472 1.079512 -0.09 0.09 -0.09 0.043
C -1.316010 1.053632 4.797030 0.07 -0.19 -0.22 -0.393
N -1.728075 0.408221 3.573156 -0.56 0.17 0.29 -0.455
C -1.610496 -1.031172 3.604335 0.17 0.10 0.14 -0.408
C -1.319256 1.089447 2.357847 0.32 0.02 0.27 -0.245
C -2.161406 0.652586 1.181669 -1.22 -0.25 0.41 -0.082
C -3.531002 0.407716 1.406049 0.34 0.02 -0.17 -0.215
C -4.343982 -0.045028 0.365828 0.19 0.13 -0.02 -0.240
C -3.791910 -0.228068 -0.904636 0.55 0.04 -0.19 -0.253
C -2.419251 0.036531 -1.120082 -1.83 -0.35 -0.02 -0.190
C -1.623453 0.458111 -0.077720 1.27 0.59 -0.34 -0.594
H -1.861470 0.595396 5.632229 0.15 0.22 -0.05 0.192
H -1.562824 2.120575 4.732971 0.07 -0.20 0.16 0.195
H -0.231855 0.951990 4.994214 -0.06 0.08 0.06 0.155
H -2.177950 -1.486151 2.784654 0.14 0.09 0.13 0.212
H -0.561676 -1.385003 3.548833 -0.11 0.02 -0.01 0.157
H -2.030879 -1.371386 4.561758 0.09 -0.09 -0.29 0.192
H -1.472740 2.164171 2.554321 0.04 -0.19 -0.16 0.192
H -0.238287 0.949478 2.136013 -0.59 0.08 0.02 0.203
H -3.916202 0.550728 2.417957 -0.03 -0.07 -0.32 0.219
H -5.401891 -0.244284 0.552507 0.30 0.04 -0.12 0.205
H -4.405771 -0.581542 -1.732268 0.01 0.06 0.18 0.198
H -2.003883 -0.104304 -2.121276 -0.13 -0.02 0.16 0.172



(3)
56
Properties=species:S:1:pos:R:3:forces:R:3:nbo_charge:R:1 method="wB97M-V/def2-TZVPD" total_charge=+2 lumo_ev="-7.922 / -8.144" spin_multiplicity=2 gap_ev="5.518 / 5.207"
Ir 0.157008 0.424219 -0.459433 -1.83 -1.82 -0.65 1.158
C 0.357801 4.712081 1.502198 -0.13 0.39 -0.86 -0.253
O 0.597916 4.339744 2.839410 0.17 -0.51 0.59 -0.406
C 0.913780 3.129041 3.263079 -0.06 0.13 0.07 0.347
C 1.178808 3.056069 4.636936 0.17 -0.23 0.18 -0.245
C 1.620613 1.889452 5.219323 -0.21 0.95 -0.09 -0.116
C 1.824126 0.759851 4.434491 -0.26 -0.56 -1.29 -0.121
C 1.489278 0.728271 3.079631 0.06 0.79 0.95 -0.182
C 1.672647 -0.518918 2.413831 0.03 -0.90 -0.70 0.091
N 1.249501 -0.868203 1.243243 -1.91 2.68 -1.00 -0.238
N 1.388581 -2.088300 0.814254 0.61 -2.55 -0.57 -0.396
C 1.268406 -2.329405 -0.491743 0.14 0.15 3.30 0.584
O 1.136668 -1.377403 -1.312475 -0.50 2.89 -1.22 -0.695
C 1.194196 -3.731361 -0.888446 0.00 -0.44 -0.44 -0.106
C 1.247571 -4.094297 -2.239700 0.00 0.22 0.35 -0.187
C 1.080403 -5.416193 -2.598393 -0.01 -0.27 0.04 -0.213
C 0.862106 -6.385626 -1.623578 -0.01 0.17 0.03 -0.148
C 0.809018 -6.029979 -0.280308 0.01 -0.12 -0.21 -0.209
C 0.980800 -4.713778 0.088667 -0.06 0.34 -0.08 -0.158
C 0.973671 1.915265 2.433009 0.27 -0.28 0.61 0.461
O 0.556243 1.948352 1.239049 0.04 -0.12 -1.40 -0.671
H 0.588933 5.777533 1.449943 -0.03 -0.18 0.01 0.230
H -0.706388 4.579752 1.278218 0.14 -0.03 0.02 0.178
H 0.972862 4.154916 0.793127 -0.06 0.15 0.16 0.202
H 1.065309 3.958298 5.218128 -0.04 0.09 -0.01 0.262
H 1.828898 1.860425 6.277122 0.05 0.01 0.08 0.254
H 2.213813 -0.135709 4.891905 0.04 -0.14 0.03 0.241
H 2.224905 -1.265860 2.984211 -0.14 -0.14 -0.25 0.230
H 1.440968 -3.336886 -2.986272 0.02 0.01 -0.08 0.217
H 1.121411 -5.707149 -3.635845 0.03 -0.01 -0.12 0.233
H 0.725307 -7.417737 -1.909250 0.01 -0.06 -0.05 0.235
H 0.621072 -6.778447 0.474448 0.03 -0.07 0.04 0.235
H 0.912535 -4.419122 1.123882 0.07 0.00 0.06 0.238
C -2.971561 -0.211381 -1.539166 -0.23 0.62 0.52 -0.250
C -3.052087 0.651808 -0.275140 -0.12 -0.72 -0.39 -0.243
N -1.891147 1.540293 -0.142834 1.82 -0.18 0.38 -0.572
C -1.873849 2.766009 -0.952078 0.15 0.38 -0.32 -0.252
C -1.537897 2.593963 -2.430035 0.07 0.07 0.03 -0.535
S -0.054384 1.565314 -2.800305 -0.43 -0.51 1.72 0.418
C -0.845313 0.258628 -3.815870 0.09 -0.09 0.19 -0.535
C -1.175410 -1.018384 -3.044390 0.31 -0.20 -0.32 -0.261
N -1.621139 -0.769992 -1.670633 1.44 -0.20 0.82 -0.564
H -3.206069 0.373797 -2.426939 0.04 -0.07 0.01 0.208
H -3.730035 -0.998560 -1.458454 0.19 0.03 -0.15 0.247
H -3.041626 -0.011832 0.593628 -0.05 0.13 -0.02 0.230
H -3.993920 1.213128 -0.274227 0.16 0.03 0.09 0.233
H -1.842631 1.831142 0.831031 0.06 0.03 -0.06 0.423
H -1.115786 3.412819 -0.511396 -0.08 -0.03 0.07 0.229
H -2.842052 3.281228 -0.893103 0.11 -0.05 0.05 0.232
H -1.324952 3.582832 -2.839306 -0.10 -0.06 -0.02 0.271
H -2.369355 2.171867 -2.985059 0.02 0.06 -0.09 0.232
H -0.132891 0.024096 -4.606341 -0.04 0.02 0.01 0.277
H -1.719962 0.708703 -4.282505 0.07 0.09 -0.01 0.242
H -0.270921 -1.621133 -2.970934 -0.17 0.00 0.00 0.264
H -1.924447 -1.591623 -3.605601 0.04 0.10 0.10 0.233
H -1.573040 -1.650035 -1.161414 0.02 -0.02 -0.07 0.421



| no. | M (g mol⁻¹) |
| --- | --- |
| 1 | 899.6 |
| 2 | 512.8 |
| 3 | 606.7 |